(1)
{"formula": "C33H23ClN2O7PReS", "method": "ωB97M-V/def2-TZVPD", "gap_ev": [6.14, 6.62], "multiplicity": 2, "charge": 1, "e_above_lowest_kj_mol": 130.88, "energy_ev": -86675.718, "symbols": ["Re", "O", "C", "O", "C", "C", "C", "C", "C", "C", "P", "C", "C", "C", "C", "C", "C", "C", "C", "C", "C", "C", "C", "H", "H", "H", "H", "H", "H", "H", "H", "H", "H", "H", "H", "H", "H", "Cl", "C", "C", "C", "C", "O", "C", "C", "O", "C", "H", "H", "H", "H", "S", "C", "N", "C", "C", "C", "C", "C", "C", "H", "H", "H", "H", "H", "O", "N", "O", "O"], "positions_angstrom": [[-0.2505, -0.6874, -0.9611], [0.0278, 3.3097, -1.7210], [-0.5169, 2.4032, -1.1371], [-0.5920, 1.1872, -1.5511], [-1.2527, 2.7024, 0.1664], [-1.8448, 3.9594, 0.2290], [-2.5770, 4.3329, 1.3413], [-2.7098, 3.4610, 2.4076], [-2.1011, 2.2219, 2.3626], [-1.3907, 1.8194, 1.2338], [-0.6114, 0.1721, 1.2896], [-1.6405, -0.9177, 2.3020], [-3.0141, -0.7401, 2.4402], [-3.7362, -1.5833, 3.2644], [-3.0940, -2.5846, 3.9714], [-1.7281, -2.7715, 3.8257], [-1.0012, -1.9583, 2.9779], [0.7768, 0.5885, 2.3938], [2.0212, 0.9267, 1.8772], [3.0301, 1.3503, 2.7262], [2.7873, 1.4678, 4.0857], [1.5382, 1.1565, 4.6010], [0.5359, 0.7120, 3.7606], [-1.7289, 4.6299, -0.6090], [-3.0506, 5.3015, 1.3650], [-3.2789, 3.7440, 3.2796], [-2.1989, 1.5502, 3.2006], [-3.5190, 0.0603, 1.9208], [-4.8010, -1.4463, 3.3571], [-3.6562, -3.2135, 4.6430], [-1.2277, -3.5439, 4.3853], [0.0619, -2.1125, 2.8455], [2.1885, 0.8656, 0.8121], [4.0061, 1.5934, 2.3312], [3.5743, 1.8022, 4.7434], [1.3378, 1.2550, 5.6580], [-0.4290, 0.4533, 4.1691], [6.6109, -3.3286, -1.0683], [5.1398, -2.4480, -1.0542], [5.1765, -1.0511, -1.2096], [4.0149, -0.3326, -1.2313], [2.7494, -0.9606, -1.0941], [1.7015, -0.2187, -1.1643], [2.7269, -2.3817, -0.8676], [1.5158, -3.0953, -0.6279], [0.3687, -2.6182, -0.5580], [3.9388, -3.0943, -0.8684], [6.1272, -0.5544, -1.3282], [4.0221, 0.7405, -1.3528], [1.6084, -4.1791, -0.4689], [3.9125, -4.1626, -0.7191], [-2.2792, -1.8884, -4.8832], [-1.5013, -2.1354, -3.3850], [-0.5495, -1.3017, -3.0808], [-0.3218, -0.3980, -4.0945], [0.6642, 0.5863, -4.1515], [0.7110, 1.4189, -5.2494], [-0.2136, 1.3039, -6.2860], [-1.1833, 0.3226, -6.2603], [-1.2115, -0.5399, -5.1759], [-1.8159, -2.9258, -2.7260], [1.3727, 0.6878, -3.3460], [1.4669, 2.1841, -5.3034], [-0.1734, 1.9868, -7.1193], [-1.9056, 0.2191, -7.0529], [-2.9565, 0.3810, -0.4321], [-3.1959, -0.8053, -0.5613], [-4.2770, -1.3017, -0.5007], [-2.1785, -1.5770, -0.7665]], "mulliken_spin": [0.804, -0.007, 0.019, -0.001, -0.016, 0.001, 0.000, 0.000, -0.004, -0.010, 0.009, 0.012, 0.003, 0.001, -0.001, 0.000, -0.001, 0.009, -0.003, 0.000, -0.001, 0.001, 0.001, 0.000, 0.000, 0.000, 0.000, 0.000, 0.000, 0.000, 0.000, -0.001, 0.013, 0.000, 0.000, 0.000, 0.000, 0.003, 0.021, -0.012, 0.020, -0.004, 0.052, 0.015, -0.011, 0.025, -0.013, 0.000, 0.000, 0.000, 0.000, 0.012, 0.026, -0.002, 0.004, 0.003, 0.001, -0.002, 0.005, -0.004, 0.001, 0.005, 0.000, 0.000, 0.000, 0.003, 0.004, 0.007, 0.013]}

(2)
{"formula": "C44H48KOSb2", "method": "ωB97M-V/def2-TZVPD", "gap_ev": 5.80, "charge": -1, "e_above_lowest_kj_mol": 0.00, "energy_ev": -77848.870, "symbols": ["K", "C", "Sb", "C", "C", "C", "C", "C", "C", "C", "C", "C", "Sb", "C", "C", "H", "H", "H", "H", "H", "H", "H", "H", "H", "H", "H", "H", "H", "H", "H", "H", "H", "H", "H", "H", "C", "C", "C", "C", "C", "C", "C", "C", "H", "H", "H", "H", "H", "C", "C", "C", "C", "C", "C", "C", "O", "C", "C", "C", "H", "H", "H", "H", "H", "H", "H", "H", "H", "H", "H", "H", "C", "C", "C", "C", "C", "C", "C", "C", "C", "C", "C", "C", "C", "C", "H", "H", "H", "H", "H", "H", "H", "H", "H", "H", "H"], "positions_angstrom": [[0.2474, 0.7627, -1.3435], [-0.0998, -1.5588, 3.0692], [0.0070, 0.4149, 2.1987], [-1.8527, 1.2658, 2.7902], [0.9296, 1.5106, 3.8348], [2.3380, 0.9019, 4.0747], [2.6050, -0.0184, 5.0959], [3.8705, -0.6521, 5.3091], [4.9196, -0.2144, 4.5406], [4.7173, 0.7880, 3.6073], [3.3972, 1.2679, 3.2798], [3.3314, 1.9716, 1.9840], [3.1994, 0.4809, 0.3544], [3.7110, -1.4887, 1.1460], [5.2133, 0.8843, -0.4458], [0.8465, -1.8943, 3.5735], [-0.2490, -2.3294, 2.3624], [-1.0510, -1.7028, 3.6715], [-1.9860, 1.0741, 3.8254], [-2.7041, 1.0237, 2.1408], [-1.7489, 2.3357, 2.6382], [0.2756, 1.3997, 4.7158], [0.9904, 2.5527, 3.5542], [1.8068, -0.3216, 5.7461], [4.0435, -1.2882, 6.2033], [5.9339, -0.5282, 4.7483], [5.5765, 1.1479, 3.0410], [4.1913, 2.5645, 1.6627], [2.4321, 2.5823, 1.9806], [3.4092, -1.5613, 2.1385], [4.7814, -1.6579, 0.9241], [3.2046, -2.3924, 0.5509], [5.3094, 1.8429, -0.7831], [5.3181, 0.1164, -1.3019], [6.1112, 0.7008, 0.2613], [1.4041, -1.6219, -2.6670], [0.9952, -1.4758, -3.8415], [0.4084, -1.5654, -5.1494], [-0.4830, -2.6247, -5.4930], [-0.9182, -2.9014, -6.7867], [-0.5078, -2.0209, -7.8105], [0.2624, -0.9351, -7.4390], [0.6932, -0.6668, -6.1655], [-0.7377, -3.3684, -4.7732], [-1.3110, -3.8426, -7.0126], [-0.4727, -2.3735, -8.8572], [0.4683, -0.2160, -8.2170], [1.2740, 0.1886, -5.9012], [-2.5240, -7.8405, 0.5220], [-2.1777, -6.4210, 0.1553], [-3.1477, -5.4153, 0.3197], [-2.8807, -4.0670, 0.0342], [-4.0711, -3.1279, 0.2419], [-1.4961, -3.7229, -0.2764], [-1.0827, -2.3278, -0.6441], [-1.7543, -1.3746, -0.3433], [-0.5556, -4.7770, -0.5070], [0.8600, -4.4918, -0.9249], [-0.8961, -6.0678, -0.1817], [-1.8746, -8.2755, 1.3163], [-2.4750, -8.5207, -0.3521], [-3.5876, -7.7474, 0.8304], [-4.0704, -5.7064, 0.8476], [-4.9787, -3.5889, 0.5231], [-4.2647, -2.5048, -0.6696], [-3.8341, -2.3451, 0.9734], [-0.1520, -2.2944, -1.2412], [1.4235, -3.9197, -0.1436], [0.8981, -3.8861, -1.8457], [1.2829, -5.3902, -1.2468], [-0.0217, -6.7619, -0.2029], [-2.6407, 7.9533, 1.6556], [-1.4955, 7.7334, 2.4292], [-0.7258, 6.5744, 2.2494], [-1.0596, 5.5982, 1.2372], [-2.1595, 5.8933, 0.4248], [-2.9635, 7.0114, 0.6630], [-0.2787, 4.3275, 1.1271], [-0.3694, 3.4277, 0.1709], [-1.1202, 3.3238, -1.0608], [-2.3096, 2.5413, -1.1286], [-2.9185, 2.3590, -2.3719], [-2.4402, 3.0515, -3.5187], [-1.3290, 3.8750, -3.3762], [-0.5814, 3.9549, -2.2166], [-3.1840, 8.8746, 1.6388], [-1.2011, 8.5154, 3.1240], [0.1690, 6.2041, 2.8584], [-2.4250, 5.2015, -0.3329], [-3.7889, 7.3353, 0.0146], [0.5086, 4.2505, 1.8748], [-2.6921, 2.0136, -0.3064], [-3.8574, 1.7882, -2.4823], [-2.9861, 3.0212, -4.4631], [-1.0683, 4.4694, -4.2597], [0.1962, 4.7191, -2.1704]], "mulliken_charge": [1.259, -1.142, 0.322, -1.398, -1.508, 0.931, -0.417, -0.742, -0.460, -0.791, 0.450, -0.479, 0.378, -0.964, -1.422, 0.328, 0.206, 0.374, 0.560, 0.347, 0.327, 0.669, 0.506, 0.358, 0.341, 0.412, 0.301, 0.684, -0.639, 0.218, 0.464, 0.137, 0.527, 0.295, 0.331, -1.971, 1.049, 0.205, -0.408, -0.469, -0.480, -0.289, -0.636, 0.465, 0.395, 0.286, 0.334, 0.473, -1.281, 0.760, -0.963, 0.522, -1.277, 0.521, 1.369, -0.612, 0.794, -1.472, -0.789, 0.298, 0.287, 0.318, 0.147, 0.438, 0.244, 0.187, -0.537, 0.153, 0.241, 0.530, 0.348, -0.454, -0.495, -0.447, 0.986, -0.311, -0.727, -0.602, -0.209, -0.325, -0.262, -0.408, -0.564, -0.624, -0.005, 0.362, 0.325, 0.200, 0.504, 0.304, -0.198, 0.499, 0.358, 0.384, 0.336, 0.432]}

(3)
{"formula": "C5H6O", "method": "ωB97M-V/def2-TZVPD", "gap_ev": 10.57, "e_above_lowest_kj_mol": 236.39, "energy_ev": -7326.834, "symbols": ["C", "C", "C", "C", "C", "O", "H", "H", "H", "H", "H", "H"], "positions_angstrom": [[1.9910, -1.4306, -0.5524], [1.0526, -0.6774, -0.4678], [-0.1381, -0.0681, 0.1262], [-0.0614, 1.4017, 0.5766], [-1.4720, -0.4375, -0.4816], [-2.4551, 0.2596, -0.4300], [2.8055, -2.0472, -0.8394], [-0.0632, -0.8847, 0.8813], [0.8329, 1.5934, 1.1735], [-0.0375, 2.0947, -0.2775], [-0.9472, 1.6710, 1.1590], [-1.5075, -1.4747, -0.8679]], "nbo_charge": [-0.225, -0.017, -0.413, -0.603, 0.455, -0.512, 0.237, 0.283, 0.222, 0.224, 0.235, 0.116]}